## a
{
  "formula": "CH11O5",
  "method": "ωB97M-V/def2-TZVPD",
  "species": ["C", "O", "H", "H", "H", "H", "H", "O", "H", "H", "O", "H", "H", "O", "H", "H", "O"],
  "coordinates": [[0.30, -0.98, -0.40], [-0.43, 0.22, -0.40], [1.15, -1.05, -1.24], [0.79, -1.15, 0.61], [-0.31, -1.94, -0.55], [1.26, 1.65, -0.83], [1.79, 1.22, -2.15], [2.03, 1.80, -1.44], [-1.16, -0.30, -2.11], [-2.32, 0.58, -2.47], [-1.77, -0.14, -2.83], [2.33, -0.88, 3.70], [1.64, 0.36, 3.61], [2.51, 0.05, 3.90], [-1.83, 0.21, 0.40], [-3.39, -0.10, 1.09], [-2.59, 0.44, 1.12]],
  "lowdin_charge": [-0.150, -0.084, 0.131, 0.125, 0.114, 0.027, 0.005, -0.056, -0.026, 0.057, -0.044, 0.029, 0.037, -0.067, 0.032, 0.013, -0.143],
  "multiplicity": 2,
  "orbital_gap_ev": [11.18, 7.29],
  "homo_energy_ev": [-11.115, -11.100]
}

***

## b
{
  "formula": "CH11O5",
  "method": "ωB97M-V/def2-TZVPD",
  "species": ["C", "O", "H", "H", "H", "H", "H", "O", "H", "H", "O", "H", "H", "O", "H", "H", "O"],
  "coordinates": [[-1.13, -1.01, 1.07], [-0.58, -0.43, -0.07], [-0.42, -1.33, 1.89], [-1.52, -2.05, 0.53], [-1.90, -0.52, 1.62], [-1.98, -0.07, -2.83], [-1.72, -0.16, -1.35], [-2.50, 0.08, -2.05], [0.70, -0.98, -0.60], [1.60, -0.96, -1.93], [1.60, -1.16, -0.99], [-0.05, 1.16, 2.07], [-0.08, 0.88, 0.68], [0.01, 1.73, 1.28], [1.61, 1.29, 0.94], [2.30, 0.12, 0.19], [2.49, 0.86, 0.88]],
  "lowdin_charge": [-0.110, -0.125, 0.126, 0.213, 0.083, 0.008, 0.060, -0.111, -0.031, 0.052, -0.075, 0.065, 0.043, -0.059, -0.038, 0.028, -0.130],
  "multiplicity": 2,
  "orbital_gap_ev": [10.34, 5.60],
  "homo_energy_ev": [-10.261, -10.259]
}

***

In terms of stability, a leads; the second structure lies 16.6 kcal/mol higher.

***

## a
{
  "formula": "H3N3O2S",
  "method": "ωB97M-V/def2-TZVPD",
  "species": ["H", "N", "N", "N", "O", "O", "S", "H", "H"],
  "coordinates": [[-3.08, -1.11, -0.43], [-2.54, -0.77, -1.26], [-1.67, -1.41, -1.74], [-1.53, -2.82, -1.15], [-1.79, -2.93, 0.02], [-0.98, -3.51, -1.92], [0.89, 1.40, 0.50], [-0.03, 1.65, 1.44], [0.21, 0.20, 0.13]],
  "lowdin_charge": [0.101, 0.106, 0.057, -0.440, 0.062, 0.123, 0.427, -0.239, -0.196],
  "smiles": "[H]/N=N\\[N+](=O)[O-].S",
  "orbital_gap_ev": 8.91,
  "homo_energy_ev": -9.857
}

***

## b
{
  "formula": "H3N3O2S",
  "method": "ωB97M-V/def2-TZVPD",
  "species": ["N", "N", "N", "O", "O", "S", "H", "H", "H"],
  "coordinates": [[-0.31, 1.11, -1.12], [-0.36, -0.52, 0.93], [-1.11, -0.75, -0.06], [0.19, 1.56, 0.08], [1.39, -1.07, -0.94], [-0.04, -0.40, -1.42], [-0.45, 1.53, 0.75], [-0.84, -0.24, 1.73], [1.53, -1.21, 0.05]],
  "lowdin_charge": [-0.377, -0.075, -0.199, -0.143, -0.352, 0.977, 0.039, 0.047, 0.084],
  "orbital_gap_ev": [9.41, 9.42],
  "homo_energy_ev": [-9.308, -9.308]
}

***

## c
{
  "formula": "H3N3O2S",
  "method": "ωB97M-V/def2-TZVPD",
  "species": ["H", "N", "N", "N", "O", "O", "S", "H", "H"],
  "coordinates": [[-0.11, -0.89, -0.99], [0.78, -1.40, -0.97], [1.76, -1.21, -0.41], [1.66, 0.27, 0.35], [0.66, 0.81, 0.07], [2.59, 0.60, 1.00], [-2.42, -0.03, 0.40], [-1.64, 0.97, 0.85], [-3.28, 0.88, -0.30]],
  "lowdin_charge": [0.051, 0.088, 0.096, -0.421, 0.002, 0.096, 0.455, -0.218, -0.149],
  "smiles": "[H]/N=N\\[N+](=O)[O-].S",
  "orbital_gap_ev": 9.38,
  "homo_energy_ev": -9.660
}

***

In terms of stability, c leads; the second structure lies 2.5 kcal/mol higher.

***

## a
{
  "formula": "C6H9NO3",
  "method": "ωB97M-V/def2-TZVPD",
  "species": ["N", "C", "O", "C", "C", "C", "C", "O", "C", "O", "H", "H", "H", "H", "H", "H", "H", "H", "H"],
  "coordinates": [[-1.36, -2.54, -0.06], [-0.86, -1.54, -0.80], [-0.95, -1.77, -2.03], [0.23, -0.69, -0.21], [-0.23, 0.23, 0.96], [-0.67, 1.25, -0.12], [0.48, 0.64, -0.95], [1.74, 1.15, -0.52], [1.71, 1.54, 0.83], [0.94, 0.68, 1.63], [-1.81, -2.29, 0.80], [-1.60, -3.27, -0.90], [1.13, -1.29, 0.00], [-0.93, -0.15, 1.71], [-0.68, 2.32, 0.12], [-1.64, 0.97, -0.54], [0.46, 0.67, -2.05], [1.32, 2.57, 0.91], [2.74, 1.51, 1.21]],
  "lowdin_charge": [0.135, -0.517, 0.018, -0.107, -0.240, -0.031, -0.229, -0.057, -0.214, -0.060, 0.098, 0.198, 0.175, 0.150, 0.120, 0.129, 0.159, 0.131, 0.144],
  "smiles": "NC(=O)[C@@H]1[C@@H]2C[C@H]1OCO2",
  "orbital_gap_ev": 10.34,
  "homo_energy_ev": -9.683
}

***

## b
{
  "formula": "C6H9NO3",
  "method": "ωB97M-V/def2-TZVPD",
  "species": ["O", "C", "O", "C", "C", "C", "C", "C", "N", "H", "H", "H", "H", "H", "H", "H", "O", "H", "H"],
  "coordinates": [[0.01, 1.06, 2.84], [0.39, 1.23, 1.70], [0.67, 2.44, 1.22], [1.43, 2.40, 0.01], [1.84, 0.93, -0.16], [3.24, 0.51, 0.23], [3.19, -0.51, 1.09], [1.76, -0.89, 1.41], [1.00, 0.22, 0.82], [0.78, 2.73, -0.81], [2.29, 3.07, 0.11], [1.62, 0.59, -1.19], [4.14, 0.97, -0.18], [4.04, -1.07, 1.47], [1.48, -1.85, 0.95], [1.55, -0.96, 2.49], [-1.88, 0.03, 0.16], [-1.21, 0.03, -0.62], [-1.19, -0.43, 0.76]],
  "lowdin_charge": [0.124, -0.492, 0.054, -0.082, -0.251, -0.031, -0.047, -0.130, -0.027, 0.129, 0.133, 0.149, 0.113, 0.110, 0.124, 0.126, -0.124, 0.074, 0.047],
  "smiles": "O=C1OC[C@H]2C=CCN12.O",
  "orbital_gap_ev": 10.58,
  "homo_energy_ev": -9.973
}

***

## c
{
  "formula": "C6H9NO3",
  "method": "ωB97M-V/def2-TZVPD",
  "species": ["N", "C", "O", "C", "C", "C", "O", "C", "C", "H", "H", "H", "H", "H", "H", "H", "O", "H", "H"],
  "coordinates": [[-0.71, 2.10, 0.61], [-0.62, 1.14, -0.37], [-0.81, 1.40, -1.55], [-0.37, -0.25, 0.09], [-0.23, -0.68, 1.36], [-0.03, -2.16, 1.37], [-1.14, -2.87, 0.80], [-0.02, -2.60, -0.03], [-0.18, -1.37, -0.91], [-1.60, 2.54, 0.81], [0.14, 2.58, 0.88], [-0.27, -0.07, 2.26], [0.49, -2.67, 2.19], [0.53, -3.47, -0.38], [-1.03, -1.47, -1.60], [0.72, -1.21, -1.52], [1.67, 3.06, -1.72], [1.09, 3.41, -1.01], [2.38, 2.59, -1.26]],
  "lowdin_charge": [0.110, -0.485, 0.101, -0.143, 0.056, -0.220, 0.007, -0.240, -0.068, 0.108, 0.094, 0.117, 0.145, 0.148, 0.137, 0.134, -0.065, 0.033, 0.030],
  "smiles": "NC(=O)C1=C[C@H]2O[C@H]2C1.O",
  "orbital_gap_ev": 9.86,
  "homo_energy_ev": -9.772
}

***

## d
{
  "formula": "C6H9NO3",
  "method": "ωB97M-V/def2-TZVPD",
  "species": ["H", "N", "C", "O", "C", "C", "C", "O", "C", "C", "O", "H", "H", "H", "H", "H", "H", "H", "H"],
  "coordinates": [[1.47, -0.75, 2.93], [0.92, 0.09, 2.38], [0.30, -0.60, 1.53], [0.72, -2.03, 1.77], [-0.38, -0.25, 0.25], [0.56, 0.08, -0.90], [-0.14, 0.28, -2.22], [-1.33, 0.15, -2.36], [0.75, 0.68, -3.38], [0.08, 0.52, -4.72], [-0.01, 1.40, -5.53], [0.58, -2.52, 0.95], [-1.05, 0.60, 0.45], [-1.03, -1.10, -0.03], [1.31, -0.72, -1.04], [1.14, 0.99, -0.68], [1.66, 0.05, -3.36], [1.08, 1.72, -3.24], [-0.32, -0.50, -4.93]],
  "lowdin_charge": [0.140, 0.122, -0.400, -0.066, -0.140, -0.122, -0.396, 0.110, -0.083, -0.256, 0.067, 0.068, 0.139, 0.128, 0.137, 0.142, 0.135, 0.141, 0.134],
  "smiles": "[H]/N=C(\\O)CCC(=O)CC=O",
  "orbital_gap_ev": 10.51,
  "homo_energy_ev": -10.188
}

***

In terms of stability, b leads; the second structure lies 19.3 kcal/mol higher.

***

## a
{
  "formula": "C6H9NO3",
  "method": "ωB97M-V/def2-TZVPD",
  "species": ["H", "N", "C", "O", "C", "O", "C", "C", "C", "O", "C", "H", "H", "H", "H", "H", "H", "H", "H"],
  "coordinates": [[2.24, 0.14, 2.15], [2.19, -0.65, 1.44], [2.09, 0.04, 0.39], [2.65, -0.26, -0.78], [0.72, 0.81, 0.35], [0.79, 2.00, 0.59], [-0.57, 0.17, -0.13], [-0.47, -0.16, -1.62], [-1.15, -0.97, 0.74], [-2.40, -0.27, 0.87], [-1.86, 0.91, 0.26], [3.27, -0.99, -0.66], [-1.42, -0.57, -1.96], [0.31, -0.90, -1.81], [-0.26, 0.75, -2.20], [-0.67, -1.11, 1.72], [-1.27, -1.94, 0.23], [-2.48, 1.27, -0.57], [-1.72, 1.72, 0.99]],
  "lowdin_charge": [0.112, 0.141, -0.435, 0.111, -0.265, 0.114, -0.368, -0.013, -0.113, -0.094, -0.111, 0.126, 0.099, 0.085, 0.102, 0.124, 0.128, 0.130, 0.127],
  "smiles": "[H]/N=C(/O)C(=O)C1(C)COC1",
  "orbital_gap_ev": 9.87,
  "homo_energy_ev": -9.318
}

***

## b
{
  "formula": "C6H9NO3",
  "method": "ωB97M-V/def2-TZVPD",
  "species": ["C", "C", "C", "N", "O", "O", "C", "O", "C", "C", "H", "H", "H", "H", "H", "H", "H", "H", "H"],
  "coordinates": [[-0.18, -2.19, -0.16], [0.12, -0.72, -0.06], [-0.84, 0.25, 0.06], [-2.23, 0.00, 0.20], [-2.66, -1.15, 0.20], [-2.95, 1.00, 0.12], [-0.53, 1.79, -0.14], [0.81, 2.09, -0.12], [1.71, 1.15, 0.39], [1.49, -0.20, -0.24], [-1.07, -2.38, -0.75], [-0.46, -2.52, 0.85], [0.79, -2.78, -0.43], [-0.93, 2.02, -1.16], [-1.18, 2.28, 0.67], [1.41, 0.89, 1.49], [2.83, 1.51, 0.29], [2.21, -0.94, 0.13], [1.66, -0.10, -1.34]],
  "lowdin_charge": [-0.033, -0.188, -0.087, -0.339, 0.059, 0.055, -0.146, -0.122, -0.215, -0.169, 0.071, 0.095, 0.121, 0.145, 0.145, 0.154, 0.170, 0.127, 0.156],
  "smiles": "CC1=C([N+](=O)[O-])COCC1",
  "orbital_gap_ev": 9.26,
  "homo_energy_ev": -9.700
}

***

In terms of stability, a leads; the second structure lies 35.8 kcal/mol higher.

***

## a
{
  "formula": "C2H3F2O3S",
  "method": "ωB97M-V/def2-TZVPD",
  "species": ["C", "C", "O", "O", "O", "F", "F", "S", "H", "H", "H"],
  "coordinates": [[1.92, -0.30, 0.04], [-1.63, -0.67, 0.05], [0.11, 1.65, 1.24], [1.24, 1.98, -0.95], [-1.50, -0.76, 1.23], [1.45, -1.02, -1.04], [1.52, -1.09, 1.10], [0.68, 1.01, 0.02], [-1.10, -1.32, -0.64], [-0.33, 0.40, -0.67], [-2.36, 0.12, -0.39]],
  "lowdin_charge": [-0.477, -0.273, -0.406, -0.446, -0.020, -0.129, -0.120, 0.688, 0.071, 0.000, 0.110],
  "orbital_gap_ev": 7.39,
  "homo_energy_ev": -3.694,
  "total_charge": -1
}

***

## b
{
  "formula": "C2H3F2O3S",
  "method": "ωB97M-V/def2-TZVPD",
  "species": ["O", "S", "O", "O", "C", "F", "C", "F", "H", "H", "H"],
  "coordinates": [[1.66, -0.25, -1.67], [1.52, -0.19, -0.17], [2.50, 0.54, 0.61], [1.22, -1.47, 0.51], [-0.22, 0.64, 0.29], [-0.34, 1.95, -0.17], [-1.30, -0.31, -0.16], [-2.42, -0.29, 0.65], [-0.27, 0.62, 1.35], [-1.61, -0.09, -1.13], [-0.73, -1.15, -0.11]],
  "lowdin_charge": [-0.395, 0.499, -0.381, -0.418, -0.294, -0.051, -0.202, -0.043, 0.117, 0.112, 0.056],
  "smiles": "O=S(=O)([O-])[C@@H](F)CF",
  "orbital_gap_ev": 9.46,
  "homo_energy_ev": -5.422,
  "total_charge": -1
}

***

In terms of stability, b leads; the second structure lies 88.5 kcal/mol higher.

***

## a
{
  "formula": "C6H11N",
  "method": "ωB97M-V/def2-TZVPD",
  "species": ["C", "N", "C", "C", "C", "C", "C", "H", "H", "H", "H", "H", "H", "H", "H", "H", "H", "H"],
  "coordinates": [[-0.79, 0.05, 1.84], [-1.70, -0.52, 2.78], [0.40, -0.12, -1.08], [-0.45, 0.79, -1.60], [-1.83, 0.64, -2.28], [2.43, 0.04, 0.30], [1.52, -0.77, -0.59], [-0.53, 1.15, 2.10], [0.23, -0.47, 1.68], [-1.03, -0.03, 0.80], [-1.52, -1.49, 2.74], [1.90, 0.19, 1.14], [-2.13, -0.42, -2.22], [-2.54, 1.30, -1.83], [-1.82, 0.85, -3.36], [3.33, -0.47, 0.54], [2.65, 1.09, -0.17], [1.88, -1.83, -0.81]],
  "lowdin_charge": [-0.234, 0.087, 0.033, 0.184, -0.033, -0.027, 0.036, 0.117, 0.060, 0.017, 0.013, 0.021, 0.105, 0.085, 0.107, 0.090, 0.167, 0.172],
  "multiplicity": 2,
  "orbital_gap_ev": [5.87, 6.18],
  "homo_energy_ev": [-13.288, -13.586],
  "total_charge": 1
}

***

## b
{
  "formula": "C6H11N",
  "method": "ωB97M-V/def2-TZVPD",
  "species": ["C", "C", "N", "C", "C", "C", "C", "H", "H", "H", "H", "H", "H", "H", "H", "H", "H", "H"],
  "coordinates": [[2.92, 0.74, -0.06], [1.59, 1.16, -0.31], [0.66, 1.31, 0.77], [-0.74, 0.94, 0.76], [-2.15, -2.30, -0.80], [-1.32, -0.98, -0.75], [-0.81, -0.56, 0.39], [3.48, 1.24, 0.74], [3.34, 0.30, -0.89], [1.16, 1.37, -1.32], [1.10, 0.65, 1.45], [-1.20, 1.62, 0.06], [-1.10, 1.17, 1.88], [-1.92, -2.47, 0.31], [-1.75, -3.00, -1.49], [-3.27, -2.25, -1.13], [-1.10, -0.53, -1.68], [-0.39, -1.24, 1.28]],
  "lowdin_charge": [0.177, -0.042, 0.052, -0.168, -0.053, -0.138, -0.136, 0.113, 0.061, 0.154, 0.149, 0.123, 0.186, 0.084, 0.048, 0.128, 0.096, 0.164],
  "multiplicity": 2,
  "orbital_gap_ev": [8.60, 5.80],
  "homo_energy_ev": [-13.185, -13.041],
  "total_charge": 1
}

***

## c
{
  "formula": "C6H11N",
  "method": "ωB97M-V/def2-TZVPD",
  "species": ["C", "C", "C", "C", "C", "N", "C", "H", "H", "H", "H", "H", "H", "H", "H", "H", "H", "H"],
  "coordinates": [[-1.66, -1.04, -0.22], [-1.30, 0.31, -0.89], [-0.55, 1.16, 0.20], [0.49, 0.53, 1.07], [1.80, 0.64, 0.59], [2.27, 0.27, -0.64], [1.85, -0.96, -0.33], [-1.71, -1.86, -0.93], [-2.59, -0.95, 0.33], [-0.89, -1.36, 0.48], [-2.14, 0.95, -1.14], [-0.63, 0.18, -1.74], [-1.39, 1.44, 0.84], [-0.16, 2.09, -0.23], [0.50, 0.73, 2.14], [2.56, 1.05, 1.26], [1.04, -1.44, -0.90], [2.50, -1.72, 0.10]],
  "lowdin_charge": [-0.093, -0.201, -0.175, 0.033, -0.145, 0.165, 0.129, 0.081, 0.087, 0.051, 0.116, 0.099, 0.128, 0.137, 0.139, 0.167, 0.139, 0.142],
  "multiplicity": 2,
  "orbital_gap_ev": [8.63, 8.05],
  "homo_energy_ev": [-14.906, -15.146],
  "total_charge": 1
}

***

In terms of stability, b leads; the second structure lies 14.5 kcal/mol higher.